ORCA calculation (ωB97M-V/def2-TZVPD) on a single C5H7NO2 molecule.

Results
total energy = -399.748133 Ha
ΔE to the lowest compared entry with this formula, charge and spin = 570.9 kJ/mol
gap between HOMO and LUMO = 6.245 eV
highest occupied orbital energy = -7.9 eV

```
! RIJCOSX wB97M-V def2-TZVPD def2/J DEFGRID3
* xyz 0 1
O 2.210 -0.178 1.463
C 1.985 0.348 0.244
O 2.946 1.327 -0.346
C 0.691 -0.069 -0.708
C -0.446 1.143 -0.689
N -1.466 0.916 0.241
C -1.162 -0.442 0.882
C -0.248 -1.323 -0.191
H 1.012 -0.166 -1.830
H -0.289 2.040 -1.428
H -2.271 1.581 0.431
H -0.513 -0.272 1.842
H -2.119 -1.098 1.045
H 0.450 -2.167 0.251
H -0.779 -1.641 -1.205
*
```

Per-atom Löwdin charges, elementary charge units: -0.12 -0.40 -0.26 -0.18 0.11 0.05 -0.14 -0.11 0.15 0.17 0.18 0.14 0.13 0.14 0.13

ORCA calculation (ωB97M-V/def2-TZVPD) on a molecular structure, C11H26N6O7Pb.

Results
total energy = -1482.438580 Ha
ΔE to the lowest compared entry with this formula, charge and spin = 0.0 kJ/mol
gap between HOMO and LUMO (alpha / beta) = 4.152 / 4.271 eV
highest occupied orbital energy (alpha / beta) = -5.5 / -5.6 eV

```
! RIJCOSX wB97M-V def2-TZVPD def2/J DEFGRID3
* xyz 0 1
O -0.187 -0.748 -3.909
H 0.183 -1.115 -4.750
Pb 1.578 0.389 -0.032
N 1.667 -1.800 -1.354
N -0.387 -1.811 -0.029
N 0.819 2.949 -0.154
N -0.927 1.461 0.686
O 2.883 -1.678 -1.759
O 1.516 3.689 -0.944
O -1.914 0.646 1.176
O -1.521 -1.787 0.593
C 0.009 -3.070 -0.393
C 1.219 -3.070 -1.101
C 0.046 3.549 0.772
C -0.956 2.674 1.279
C 1.873 -4.259 -1.671
H 1.805 -4.243 -2.767
H 1.391 -5.181 -1.334
H 2.933 -4.312 -1.405
C -0.826 -4.270 -0.127
H -1.696 -4.312 -0.801
H -1.208 -4.273 0.902
H -0.270 -5.201 -0.277
C 0.283 4.921 1.272
C -1.865 3.096 2.376
H 0.908 5.491 0.573
H 0.787 4.908 2.255
H -0.668 5.454 1.417
H -2.631 2.339 2.562
H -2.359 4.048 2.126
H -1.304 3.272 3.310
H 1.652 2.436 -1.956
H -1.682 -0.306 0.854
C -1.817 -0.515 -3.599
H -2.159 -0.178 -4.579
H -1.782 0.255 -2.829
H -2.211 -1.426 -3.173
O 1.754 1.448 -2.105
H 0.349 -1.098 -3.150
H 1.406 1.280 -2.996
C -0.501 -0.960 4.532
N 0.696 -0.145 4.554
C 1.335 0.200 3.423
N 2.393 1.079 3.529
O 0.922 -0.206 2.304
H -0.680 -1.283 3.502
H -1.359 -0.375 4.884
H -0.366 -1.831 5.180
H 1.034 0.233 5.432
H 2.982 1.168 2.710
H 2.837 1.160 4.438
*
```

Per-atom Löwdin charges, elementary charge units: 0.06 0.18 1.57 -0.33 -0.14 -0.22 -0.06 -0.29 -0.22 -0.13 -0.23 -0.33 -0.34 -0.32 -0.29 -0.05 0.08 0.06 0.08 -0.05 0.08 0.08 0.06 -0.05 -0.03 0.07 0.09 0.07 0.07 0.08 0.09 0.00 0.00 0.20 0.10 0.10 0.10 -0.26 0.12 0.05 -0.05 0.02 -0.58 0.16 -0.19 0.09 0.09 0.08 0.14 0.09 0.10